1.
{"formula": "C2H4NP", "method": "the ωB97M-V functional and the def2-TZVPD basis", "symbols": ["C", "C", "N", "P", "H", "H", "H", "H"], "coordinates": [[0.432728, 0.391147, 0.683117], [-0.668732, -0.509115, 0.167444], [-0.759072, -0.329032, -1.244389], [-0.943409, 1.198428, -0.366272], [0.445998, 0.668553, 1.679992], [1.349785, 0.385525, 0.275919], [-0.801203, -1.510031, 0.571735], [0.943905, -0.295475, -1.767545]], "forces_ev_per_angstrom": [[-4.3, 0.3, -1.1], [1.8, -0.6, 0.0], [4.1, 0.8, -0.7], [-0.2, -0.7, 0.7], [-0.2, 0.3, 2.1], [3.3, -0.4, -2.2], [-1.2, 0.5, 0.4], [-3.2, -0.2, 0.8]], "nbo_charge": [-0.63, -0.29, -0.66, 0.84, 0.21, 0.21, 0.24, 0.08], "homo_lumo_gap_ha": [0.3080, 0.3112], "e_above_lowest_kj_mol": 437.3, "energy_ev": -12911.9971}

=====

2.
{"formula": "C2H4NP", "method": "the ωB97M-V functional and the def2-TZVPD basis", "symbols": ["C", "C", "N", "P", "H", "H", "H", "H"], "coordinates": [[-0.211497, -0.103233, 0.776184], [-0.676594, -0.950104, -0.414640], [2.647929, -0.127855, -0.892782], [1.998386, 0.343978, 0.363442], [-0.299241, 0.996795, 0.332061], [-0.473669, -0.416324, -1.238430], [-1.850120, -0.878666, -0.266269], [-0.364541, -1.991379, -0.390757]], "forces_ev_per_angstrom": [[-0.1, 0.8, -1.7], [-2.2, -0.4, 4.2], [-0.4, 0.1, 0.7], [0.6, -0.2, -0.5], [-0.3, -1.5, 1.0], [0.6, 1.2, -3.6], [2.0, -0.2, -0.2], [-0.1, 0.1, -0.1]], "nbo_charge": [-0.24, -0.74, -0.83, 0.99, 0.12, 0.22, 0.26, 0.23], "homo_lumo_gap_ha": [0.2695, 0.2692], "e_above_lowest_kj_mol": 447.8, "energy_ev": -12911.8884}